Here is a cluster of 2 separate species, C4H9NS in total at a distorted geometry from the Open Molecules 2025 dataset. Energies are from ωB97M-V/def2-TZVPD.

The geometry in XYZ format:
```
15
Properties=species:S:1:pos:R:3
C 1.7979 0.1141 1.6555
C 2.4037 -0.8775 1.0626
C -0.2397 0.9383 -1.2637
C -1.9861 -0.2882 -0.1868
N -0.6347 -0.2954 -0.5295
S 0.1416 -1.7325 -0.9184
H 2.1319 0.4971 2.5639
H 1.0596 0.5728 1.1174
H 3.0267 -1.7804 1.0423
H 0.9293 0.9185 -1.5543
H -0.7521 1.0611 -2.2865
H -0.4538 1.8458 -0.6516
H -2.2231 -1.2558 0.1904
H -2.4266 0.3983 0.6383
H -2.7745 -0.1162 -0.8796
```

Values from the calculation:
Charge: 0
Gap between HOMO and LUMO (spin up / spin down) (hartree): 0.262 / 0.324
HOMO (spin up / spin down) (eV): -7.935 / -8.165
DFT total energy (eV): -16613.8575
Energy relative to the best compared isomer or geometry (same formula, charge and spin) (kJ/mol): 540.0



Here is a structure of composition C5H9NO at a distorted geometry from the Open Molecules 2025 dataset. Energies are from ωB97M-V/def2-TZVPD.

The geometry in XYZ format:
```
16
Properties=species:S:1:pos:R:3
C 0.4362 -0.0166 -1.5714
C 0.3124 -0.3615 -0.1134
C 1.5109 -0.8528 0.6055
C -1.4608 1.5683 0.5660
C -0.9700 0.0260 0.7040
N 0.1118 -1.3069 -1.8251
O 0.5852 0.9502 -2.3034
H 2.2590 -0.0633 0.5041
H 1.9883 -1.7766 0.1561
H 1.4353 -1.0639 1.6801
H -1.2703 2.1140 1.4602
H -2.5533 1.5628 0.1804
H -0.7616 1.9655 -0.1862
H -1.7816 -0.5908 0.4524
H -0.6751 -0.2117 1.7406
H 0.8337 -1.9427 -2.0499
```

Values from the calculation:
Charge: 0
Gap between HOMO and LUMO (hartree): 0.357
HOMO (eV): -9.355
DFT total energy (eV): -8865.5838
Energy relative to the best compared isomer or geometry (same formula, charge and spin) (kJ/mol): 350.1